[1]
{
  "formula": "H28O14",
  "method": "the ωB97M-V functional and the def2-TZVPD basis",
  "elements": ["H", "H", "H", "H", "H", "H", "H", "H", "H", "H", "H", "H", "H", "H", "H", "H", "H", "H", "H", "H", "H", "H", "H", "H", "H", "H", "H", "H", "O", "O", "O", "O", "O", "O", "O", "O", "O", "O", "O", "O", "O", "O"],
  "positions_angstrom": [[0.8419, -0.4057, -0.4113], [-0.5148, -0.1642, -0.8493], [1.1266, -2.1389, -2.1606], [1.4933, -3.4715, -1.3933], [-4.3580, -0.4697, -0.2016], [-5.1241, -0.7895, 0.9597], [3.5211, 2.6511, 1.0128], [3.7788, 3.3423, -0.3464], [-2.5671, 2.8621, -2.2729], [-3.5256, 3.0430, -3.2910], [3.2284, -1.7607, -2.0936], [2.4730, -0.8596, -1.1686], [-2.3197, 0.9584, -1.0255], [-2.0950, -0.4332, -1.4865], [-3.7690, 2.4969, 2.9389], [-2.7594, 1.3532, 2.6256], [3.4833, 0.1349, 1.1057], [2.5808, 0.4321, -0.1431], [-3.2044, -4.0028, -0.8458], [-3.2734, -3.2341, 0.3833], [-1.5406, -2.6605, -1.0682], [-0.8570, -3.4703, 0.0561], [-0.2589, 4.2319, -0.2281], [1.1443, 4.0694, 0.0032], [4.8095, -1.2685, 0.8092], [6.1276, -1.0991, 1.4253], [-0.7368, -1.0909, 2.6016], [-0.3392, -0.0432, 3.5328], [0.0522, -0.1793, -0.0719], [1.0962, -2.5653, -1.3141], [-4.5766, -0.0352, 0.5706], [3.0985, 2.8781, 0.1759], [-2.5679, 3.0708, -3.1492], [3.3466, -1.2710, -1.2870], [-2.7067, 0.3454, -1.6304], [-3.0987, 1.9975, 3.2775], [3.3914, 0.7923, 0.4118], [-2.8430, -3.9663, 0.0701], [-0.8468, -2.6569, -0.3465], [0.3589, 3.5094, -0.1953], [5.6298, -0.8712, 0.6146], [-0.0046, -0.8249, 3.0654]],
  "forces_ev_per_a": [[4.10, -1.55, -1.41], [0.27, 0.08, 0.22], [0.13, -0.22, -0.97], [-0.38, 1.45, -0.21], [1.32, -0.69, -3.22], [0.79, 1.87, -0.04], [-0.12, -0.04, -0.47], [-0.36, -0.24, 0.42], [0.73, -0.92, 3.93], [0.24, 0.11, -0.61], [0.15, -0.44, -0.43], [0.81, -0.69, -0.18], [0.24, 1.02, 0.84], [-1.35, 1.02, -0.46], [-2.69, 1.75, -1.82], [-0.72, 0.81, 0.26], [0.00, -0.39, 0.04], [2.71, 1.86, 2.19], [0.40, -0.50, 0.89], [-1.47, 2.99, 1.81], [1.45, -0.54, 1.67], [-0.56, -2.94, 1.20], [-1.15, 0.18, -0.20], [0.07, -1.40, -0.10], [-1.76, -0.77, -0.30], [0.03, 0.29, -0.69], [-2.61, -1.29, -2.16], [0.44, -0.20, -0.04], [-4.32, 1.99, 1.51], [1.98, -1.58, -0.43], [-2.12, -1.04, 3.36], [0.14, 3.45, -0.62], [-0.95, 0.92, -3.43], [0.10, 0.77, 0.10], [0.90, -2.29, -0.28], [3.38, -2.61, 1.51], [-2.49, -3.39, -0.92], [-0.26, -3.47, -2.45], [-2.41, 3.84, -1.93], [0.92, 1.09, 0.26], [2.14, 0.20, 0.98], [2.27, 1.49, 2.20]],
  "energy_ha": -1069.9119,
  "multiplicity": 1,
  "orbital_gap_ev": 9.0853,
  "e_lumo_ev": -0.4,
  "de_lowest_kcal_mol": 181.39
}

---

[2]
{
  "formula": "C4H6Br2O2P",
  "method": "the ωB97M-V functional and the def2-TZVPD basis",
  "elements": ["C", "C", "C", "C", "O", "O", "P", "Br", "Br", "H", "H", "H", "H", "H", "H"],
  "positions_angstrom": [[0.1565, 1.1342, -0.3045], [-1.3793, 1.0814, 0.2123], [0.2832, -0.3986, -0.5494], [1.5895, -0.8999, -0.0716], [-2.5087, -1.4009, 0.2215], [-0.8516, -0.8310, 2.1204], [-1.3251, -0.6590, 0.7066], [3.2339, 0.1440, -1.0723], [1.8287, -2.8073, -0.3261], [0.1942, 1.7112, -1.2640], [0.6823, 1.4253, 0.5655], [-1.4581, 1.9762, 0.9058], [-2.0240, 1.0895, -0.6765], [-0.1955, -0.6994, -1.4792], [1.7740, -0.8658, 1.0116]],
  "forces_ev_per_a": [[-3.37, -1.68, -1.30], [1.42, 1.98, -0.49], [-0.29, 0.55, 1.54], [-0.11, -0.71, -0.65], [0.11, -0.37, -0.82], [0.39, 0.04, -0.61], [0.96, 0.52, 1.60], [-0.98, -0.73, 0.82], [0.08, -0.10, -0.38], [0.67, -0.11, 1.22], [1.19, 0.64, 0.29], [-0.85, -1.34, -0.64], [-0.15, 0.53, 0.38], [0.92, -0.23, -0.34], [0.02, 1.00, -0.61]],
  "energy_ha": -5795.9788,
  "multiplicity": 1,
  "smiles": "O=[P@]1([O-])CC[C@H]1C(Br)Br",
  "charge": -1,
  "orbital_gap_ev": 7.9247,
  "e_lumo_ev": 2.9,
  "de_lowest_kcal_mol": 15.86
}

---

[3]
{
  "formula": "C3H3BrCl2",
  "method": "the ωB97M-V functional and the def2-TZVPD basis",
  "elements": ["C", "C", "C", "Cl", "Cl", "Br", "H", "H", "H"],
  "positions_angstrom": [[-1.7112, -0.9641, -0.1237], [-1.1444, 0.0826, -0.7048], [2.6721, 0.6273, 0.6446], [-3.3726, -1.4878, -0.2288], [-1.8874, 1.1657, -1.7972], [1.3647, -0.0128, -0.4936], [-1.1792, -1.5321, 0.4843], [2.3656, 0.3003, 1.6571], [2.8923, 1.8208, 0.5622]],
  "forces_ev_per_a": [[-1.73, 2.66, -2.36], [-1.15, -0.19, -0.41], [-0.69, 3.04, 0.92], [0.28, 0.33, -0.20], [0.39, -0.19, 0.35], [0.11, -0.12, -0.53], [2.31, -2.56, 2.65], [0.88, 0.20, -0.46], [-0.39, -3.17, 0.03]],
  "energy_ha": -3610.3069,
  "multiplicity": 1,
  "orbital_gap_ev": [8.1401, 7.9128],
  "e_lumo_ev": [-1.0, -1.3],
  "de_lowest_kcal_mol": 103.60
}

---

[4]
{
  "formula": "C17H15NO4S",
  "method": "the ωB97M-V functional and the def2-TZVPD basis",
  "elements": ["O", "O", "N", "O", "O", "S", "C", "C", "C", "C", "C", "C", "C", "C", "C", "C", "C", "C", "C", "C", "C", "C", "C", "H", "H", "H", "H", "H", "H", "H", "H", "H", "H", "H", "H", "H", "H", "H"],
  "positions_angstrom": [[-1.4933, -0.2827, -0.9377], [1.1149, 2.0045, 4.8006], [0.6830, 1.2539, -4.3754], [2.1290, 1.4997, -0.4387], [2.3211, 0.2053, 4.0429], [-1.5521, 0.5578, -5.5340], [-0.3955, 0.2784, -0.8673], [1.9847, 1.1548, 4.9233], [0.0998, 1.1303, -5.5392], [1.5615, 1.4415, -1.7067], [-1.4163, 0.5161, -3.7953], [-0.1814, 0.8759, -3.3628], [0.2801, 0.8989, -1.9778], [2.0961, 0.8683, 1.8410], [-0.3160, -0.4282, 1.5400], [1.4774, 0.8749, 0.5995], [1.5289, 0.2189, 2.9057], [0.2597, 0.2260, 0.4461], [0.3092, -0.4556, 2.7813], [2.8541, 1.2760, 6.1828], [0.8129, 1.5436, -6.8048], [-1.6241, -0.6454, 4.2643], [-0.2730, -1.2661, 3.8963], [2.1110, 1.7947, -2.5498], [-2.2320, 0.1997, -3.1536], [3.0768, 1.3314, 1.9508], [-1.3036, -0.9094, 1.3889], [2.3464, 0.7745, 6.9713], [2.9260, 2.3515, 6.4840], [3.8789, 0.8518, 6.0458], [0.2065, 2.2338, -7.4027], [1.0151, 0.6385, -7.3629], [1.7186, 2.0834, -6.5858], [-1.4967, 0.3626, 4.6203], [-2.1615, -1.1991, 5.0142], [-2.2648, -0.5973, 3.3963], [0.4066, -1.1990, 4.7658], [-0.3794, -2.3548, 3.6418]],
  "forces_ev_per_a": [[0.24, 0.47, -0.75], [0.53, -1.79, -0.82], [-0.69, -0.25, -0.74], [-0.60, -0.15, -1.80], [-0.54, -0.21, 0.66], [1.06, 0.41, 1.26], [-2.01, -1.41, 0.72], [-0.12, 3.02, 1.95], [0.88, 0.84, 0.06], [-3.09, -1.60, 1.28], [-0.77, -0.48, 0.18], [-0.46, -0.04, -0.48], [3.61, 1.31, 0.93], [0.86, 0.51, -0.49], [-0.30, 0.03, -0.02], [-0.15, -0.21, 0.21], [-0.14, -0.11, -1.37], [0.69, 0.77, -0.30], [0.35, -0.63, -0.39], [1.23, 0.24, -1.13], [-0.91, -0.08, 0.15], [0.03, -0.35, -0.07], [-0.17, -0.14, 0.77], [0.84, 0.51, 0.13], [0.18, 0.00, -0.25], [-0.28, -0.03, 0.02], [0.88, 0.29, 0.07], [-0.31, -0.60, 0.74], [-0.14, -0.96, -0.54], [-0.88, 0.23, 0.17], [-0.09, -0.36, 0.01], [0.23, 0.00, -0.45], [0.40, -0.14, 0.31], [0.15, 0.45, 0.14], [-0.11, -0.35, 0.42], [-0.21, 0.00, -0.30], [-0.32, -0.23, -0.32], [0.14, 1.02, 0.02]],
  "energy_ha": -1410.7163,
  "multiplicity": 1,
  "smiles": "CCc1cc2c(=O)c(-c3csc(C)n3)coc2cc1OC(C)=O",
  "orbital_gap_ev": 8.3424,
  "e_lumo_ev": 0.0,
  "de_lowest_kcal_mol": 0.00
}